A molecular structure, C50H38N2O2PdS2Se. Source: the OMol25 dataset; level of theory: wB97M-V/def2-TZVPD.

For the LUMO energy, the calculation gives 0.04 eV. The calculation puts the HOMO energy at -7.164 eV. The value obtained for the largest force on an atom is 0.18 eV/Å. The energy is -5513.82112 a.u. The relative energy (zero: lowest compared OMol25 entry of this formula, charge and spin) is 0.000 eV.

ORCA input file:
```
! wB97M-V def2-TZVPD RIJCOSX def2/J DEFGRID3
* xyz 0 1
Pd 1.29749 -0.80789 -0.40259
Se 3.26376 -0.39922 -1.71505
S -2.93102 2.25844 0.03322
S -1.37251 -1.74952 1.36191
O -0.81086 -0.88444 0.26684
O -3.82338 1.14519 0.45546
N 6.71028 -0.93427 1.48716
N 1.62718 -2.82971 1.38323
C 2.22967 0.49136 3.60114
C -4.18493 5.77172 2.68634
C -2.72054 -2.64576 0.63987
C -3.86893 -0.53180 4.26421
C 3.21151 0.90818 2.67350
C -3.52616 0.82566 4.48654
C -3.36356 3.64155 1.09810
C -3.83938 -2.01800 0.10033
C 0.94161 -2.42694 -1.40645
C 0.62046 -4.81480 -1.47892
C -4.65030 -4.18216 -0.62912
C -5.70399 -4.99698 -1.32591
C -2.25825 -0.65116 2.48117
C -1.92023 0.66992 2.63628
C 2.52103 -4.96591 0.80579
C 1.10066 -3.68284 -0.81339
C -0.90415 1.32915 1.75942
C -2.58075 4.78732 1.16456
C 6.63446 0.12451 0.68284
C 0.90034 0.60421 3.31154
C 5.77327 -1.86742 1.31744
C -4.95342 4.62026 2.59038
C 1.05584 2.24079 -0.04431
C -2.12079 2.74844 3.97913
C 5.64331 0.30686 -0.26912
C 3.14146 -5.06126 2.03741
C -4.79437 -2.79553 -0.52404
C -2.71229 3.45236 4.98748
C 4.65060 -0.65924 -0.42134
C 0.47439 1.18294 2.08578
C 0.33225 -2.33057 -2.65267
C -4.55136 3.55169 1.79836
C -1.24683 2.00324 0.61469
C -3.74661 2.87255 5.75265
C -2.52437 1.42104 3.68845
C -4.14134 1.58871 5.50818
C 2.83411 1.45863 1.48591
C 1.46030 1.62728 1.16882
C -4.61133 6.92488 3.55244
C -2.54880 -4.01710 0.54326
C -0.00559 -4.71066 -2.70762
C -3.23064 -1.26038 3.30895
C -0.14509 -3.46128 -3.29763
C 2.99098 -4.02499 2.94596
C 4.74705 -1.78465 0.39128
C -0.26870 2.44761 -0.29858
C 1.76239 -3.83312 0.50524
C -2.99318 5.83960 1.96109
C -3.51992 -4.78158 -0.09030
C 2.22687 -2.93495 2.56605
H -4.21652 3.44528 6.54186
H -2.37973 6.73105 2.02656
H 1.81434 2.53087 -0.75985
H 0.71869 -5.78835 -1.01264
H 2.53722 0.06778 4.54929
H 7.40506 0.87852 0.80994
H -3.48184 -2.30276 3.15889
H 3.57239 1.77122 0.75942
H -1.64643 4.85094 0.61882
H -1.65717 -4.48056 0.94853
H 5.63730 1.20298 -0.87744
H -0.62529 -3.36594 -4.26360
H 4.02837 -2.58730 0.30562
H 2.08859 -2.09780 3.24015
H -0.58576 2.91156 -1.22514
H -6.67754 -4.86009 -0.85276
H -3.94683 -0.94198 0.16763
H -5.13411 2.64213 1.73498
H -5.46214 -6.05848 -1.30712
H -5.53891 6.70131 4.07757
H -4.92100 1.12801 6.10287
H -5.67164 -2.32005 -0.94732
H -1.33498 3.20220 3.38908
H -3.38903 -5.85356 -0.17317
H -5.80272 -4.68911 -2.36813
H 0.15683 0.26994 4.02447
H 3.74426 -5.92712 2.27999
H -4.63357 -0.98929 4.87997
H -0.38157 -5.59671 -3.20247
H -2.39160 4.46470 5.19734
H 4.26234 0.77960 2.90112
H 3.46017 -4.05077 3.91984
H 2.64704 -5.74360 0.06557
H 0.22589 -1.36107 -3.12266
H -5.87739 4.54616 3.15172
H 5.84296 -2.73728 1.96345
H -4.76926 7.82494 2.95592
H -3.84784 7.15872 4.29675
*
```

Let us look at the Mulliken charges, expressed in e, one per atom: 0.04 -0.20 -0.04 1.25 -0.37 -0.49 -0.67 0.96 -1.04 0.99 -0.21 -1.14 -0.54 0.91 0.73 -0.03 0.68 -0.60 1.10 -1.49 1.20 -0.48 -0.73 0.54 -0.42 -0.70 -0.45 -0.56 -0.35 -0.76 -0.29 -0.82 -0.47 -0.72 -0.96 -0.73 -0.06 1.07 -0.44 -0.32 1.16 -0.80 0.61 -0.98 -0.44 -0.88 -1.58 -0.54 -0.91 -1.42 -0.66 -0.99 0.36 -0.98 0.32 -0.66 -0.94 -0.14 0.40 0.39 0.47 0.41 0.42 0.36 0.62 0.68 0.40 0.45 0.46 0.42 0.22 0.04 0.61 0.34 0.58 0.44 0.37 0.37 0.47 0.45 0.45 0.32 0.33 0.53 0.43 0.41 0.42 0.50 0.36 0.48 0.54 0.48 0.33 0.41 0.38 0.33

A molecular structure, C50H39N7O3PPb. Source: the OMol25 dataset; level of theory: wB97M-V/def2-TZVPD.

For the LUMO energy (spin up / spin down), the calculation gives 2.04 / 0.68 eV. The calculation puts the HOMO energy (spin up / spin down) at -4.452 / -3.155 eV. The value obtained for the largest force on an atom is 3.99 eV/Å. The energy is -3071.83461 a.u. The relative energy (zero: lowest compared OMol25 entry of this formula, charge and spin) is 4.886 eV.

ORCA input file:
```
! wB97M-V def2-TZVPD RIJCOSX def2/J DEFGRID3
* xyz -1 1
Pb -0.25337 -0.27116 -1.27797
P -0.16544 0.22180 2.18423
O 2.41537 -3.18681 0.78231
O 1.01101 -1.47789 0.32324
O -2.24598 -1.92040 -0.83282
N -0.18820 -0.11864 -4.19691
N -2.35363 1.16350 -1.86003
N 1.76336 1.41824 -1.06421
N -1.23161 -3.47532 -2.14487
N -0.59236 1.89071 -0.00545
N -0.83182 -2.45794 -2.81939
N -1.56597 2.66908 -0.24738
C 1.80019 2.29855 -0.04464
C -1.69510 -6.19574 1.04643
C 2.41812 -2.58329 4.77758
C 0.52338 2.54403 0.72079
C 2.57849 4.20628 2.75742
C 0.13334 0.97030 -4.86317
C -4.63692 2.78652 -2.20431
C 0.07436 3.90321 1.47406
C 0.21410 3.11652 2.81146
C 2.98159 2.82068 0.47316
C -2.39823 -5.80311 2.18220
C 2.28650 -2.87354 3.45227
C 4.22297 -0.41075 -3.10513
C -3.58994 3.18300 -1.40531
C 4.86874 0.65036 -3.77300
C 2.84983 1.17501 -1.88530
C -0.43923 -2.51950 -4.09769
C 0.72146 1.85235 2.08155
C -3.42651 -0.94599 4.26112
C -2.25019 -4.16628 -0.06755
C -2.45001 2.33571 -1.21689
C 2.01414 5.35575 1.99841
C -4.23821 0.15859 4.22478
C 1.67788 -2.25725 1.06454
C 1.17278 -0.25541 -6.60324
C -0.47900 -3.81608 -4.85968
C 3.10576 2.91681 1.93190
C 3.24295 -0.17229 -2.13056
C 1.56758 3.26012 3.45042
C 2.11343 2.04017 2.71051
C 0.87512 -0.77074 4.57010
C -1.65003 -5.41238 -0.09827
C -3.09501 -4.60617 2.11918
C 1.55659 -2.00014 2.59342
C -3.33256 0.80283 -2.70687
C 0.89233 0.98954 -6.01669
C -2.08529 -0.82979 3.83780
C -1.65408 0.32889 3.15467
C 0.88632 5.14307 1.27765
C 0.68827 -1.38996 -6.01085
C 4.57198 1.97500 -3.40967
C -1.92798 -3.11422 -1.03255
C 0.82619 -0.94007 3.17839
C -0.03178 -1.31857 -4.78256
C -4.44163 1.59799 -2.92751
C -3.03856 -3.78544 1.01559
C 1.73745 -1.50997 5.32818
C -3.79942 1.37707 3.71082
C -2.55358 1.46732 3.11195
C 3.53953 2.21865 -2.52089
H 4.58262 -1.42128 -3.34963
H 2.75764 -0.99085 -1.59464
H -4.46046 2.23784 3.71860
H 2.99597 -3.25408 5.44625
H 3.31078 4.55822 3.51245
H 0.52357 5.89980 0.57247
H 5.60182 0.46238 -4.56722
H 0.52864 -4.22665 -5.10670
H 2.74390 -3.77919 3.03096
H 2.51452 6.32084 1.95174
H -5.55392 3.40764 -2.29430
H 1.27031 1.89660 -6.43907
H 1.70935 -0.32205 -7.54618
H -0.12643 1.90785 -4.35740
H 4.14358 2.68184 2.27221
H -3.17614 -0.18197 -3.18013
H -1.23070 -7.18609 0.94994
H -1.04458 -3.70000 -5.80874
H -3.72912 -1.88650 4.73852
H -5.24172 0.06496 4.57515
H -0.64701 3.08168 3.49488
H 3.24109 3.21684 -2.19822
H 0.89992 -2.37107 -6.47225
H 3.78578 3.09150 -0.23395
H 0.23916 0.00588 5.00347
H -5.20220 1.21479 -3.60156
H 1.53541 3.27412 4.54668
H -3.51574 -2.78923 0.99532
H 5.14192 2.81936 -3.83134
H -3.60256 4.16281 -0.87461
H 2.45253 1.21196 3.32917
H -2.24882 2.36508 2.56717
H -2.47293 -6.40979 3.06681
H -1.15713 -5.77830 -1.01238
H -0.97662 -4.55984 -4.22898
H -3.76699 -4.34733 2.92866
H 1.89021 -1.31679 6.38297
H -1.41450 -1.69199 3.97398
H -0.99061 4.07816 1.24516
*
```

Mulliken atomic charge list, values in e, 99 entries: 2.15 1.28 -0.82 -0.22 -0.77 0.30 0.46 0.69 -1.31 1.76 1.20 -0.81 0.00 -0.39 -0.44 -0.06 -0.07 -0.20 -0.39 0.23 -1.06 -1.33 -0.72 -0.73 -0.98 -0.55 -0.48 0.06 0.16 0.39 -0.77 0.40 -0.35 -0.86 -0.58 0.05 -0.37 -1.88 -0.35 -0.44 -0.70 -0.45 0.00 -0.35 -0.37 -0.21 -0.59 -0.94 -0.80 0.77 -1.29 -1.00 -0.87 0.02 0.37 0.81 -0.78 -0.30 -0.74 -0.99 -0.61 0.09 0.41 0.48 0.40 0.31 0.45 0.39 0.37 0.32 0.42 0.34 0.34 0.45 0.40 0.34 0.49 0.38 0.33 0.35 0.40 0.40 0.63 0.53 0.26 0.38 0.41 0.38 0.35 0.33 0.29 0.34 0.75 0.32 0.44 0.35 0.37 0.37 0.39

Question: The highest energy belongs to which entry?
Answer: C50H39N7O3PPb